[1]
This record from OMol25 describes 3 unconnected molecules or ions with the total composition C29H55N2O3PSSi. The level of theory is ωB97M-V/def2-TZVPD.

Structure (XYZ):
```
92
Properties=species:S:1:pos:R:3:forces:R:3:lowdin_charge:R:1
C 2.42732 -1.31520 6.24309 -0.3 0.9 -0.1 -0.11
C 1.44325 -0.14512 5.93183 0.5 -1.3 1.0 -0.26
C 0.26939 -0.24661 6.94329 0.1 0.9 -1.7 -0.28
C -0.87598 0.72162 6.47084 -0.2 -0.5 0.9 -0.31
Si -2.31739 -0.29585 5.73617 0.8 0.9 0.3 0.56
C -2.68015 0.14809 3.92040 -1.1 0.3 0.3 -0.30
O -2.50617 -0.93691 3.00711 0.9 0.8 -0.1 -0.12
C -1.18553 -1.09524 2.63289 1.2 -0.2 -0.5 -0.29
C -0.67371 -2.38112 2.64489 -0.1 -0.7 0.0 -0.02
C 0.63147 -2.62831 2.24366 0.7 -0.6 -0.3 -0.09
C 1.48727 -1.63064 1.82594 -0.1 0.3 0.1 -0.10
C 1.00258 -0.32502 1.83099 0.9 -0.3 -0.3 -0.10
C -0.29179 -0.06999 2.19878 -1.9 0.5 0.7 -0.04
P -4.14174 0.31572 6.91183 -1.0 -0.4 -0.6 0.13
S -5.66935 -0.85933 6.53612 0.0 -0.2 0.1 -0.02
H 2.63727 -1.26575 7.32191 0.1 -0.4 -0.3 0.07
H 1.94096 -2.26259 5.98025 0.2 0.1 0.2 0.07
H 3.36814 -1.22097 5.68694 -0.2 -0.1 0.1 0.07
H 1.95141 0.81135 6.11999 -0.2 -0.1 -0.5 0.11
H 1.11007 -0.25635 4.89043 -0.1 0.4 0.2 0.09
H -0.10689 -1.27909 6.92700 0.2 0.2 0.4 0.07
H 0.64945 0.03148 7.93392 -0.2 -0.2 -0.1 0.11
H -1.23393 1.25576 7.36976 -0.1 -0.1 -0.4 0.06
H -0.53745 1.49750 5.77044 0.1 -0.3 0.1 0.07
H -2.12718 -1.72748 6.00254 -0.1 -0.1 -0.1 0.01
H -2.11495 1.05748 3.66908 0.0 -0.3 -0.2 0.08
H -3.74544 0.43279 3.86350 0.3 -0.2 -0.1 0.09
H -1.26993 -3.24483 2.93891 -0.1 0.4 0.0 0.12
H 1.03195 -3.64376 2.21859 -0.4 0.1 0.2 0.11
H 2.50386 -1.85581 1.50704 -0.3 0.0 0.1 0.10
H 1.67937 0.47440 1.52861 -0.4 0.0 0.0 0.11
H -0.64596 0.96172 2.17196 0.1 -0.2 -0.1 0.11
H -3.82437 0.45118 8.28707 0.1 0.3 -0.3 -0.06
H -4.47566 1.61214 6.42327 0.5 0.0 0.6 -0.06
C 4.96474 0.04880 -2.83986 -0.2 0.2 -0.3 -0.04
C 4.56464 -1.41741 -2.58269 1.5 1.4 -0.2 -0.49
C 4.69222 -2.22842 -3.87694 -0.4 -0.3 -0.3 -0.14
C 3.57601 -1.94656 -4.87763 0.0 0.0 0.1 -0.18
C 2.21637 -2.16143 -4.21972 0.5 -0.3 -0.1 -0.13
C 2.03289 -1.34645 -2.93536 -1.3 1.5 -0.6 -0.48
N 3.19156 -1.48016 -1.99735 0.0 -2.8 -0.6 -0.06
O 3.07012 -2.61799 -1.36960 0.0 0.6 0.6 -0.03
C 1.80594 0.13687 -3.30030 0.3 0.2 -0.2 -0.04
C 0.71672 -1.76964 -2.27290 0.2 -0.5 0.5 -0.04
C 5.63049 -1.91550 -1.60100 -0.4 -0.4 0.4 -0.05
H 5.98096 0.09667 -3.23482 0.0 -0.1 0.1 0.09
H 4.34213 0.55961 -3.56959 -0.1 0.0 0.1 0.06
H 4.94261 0.62595 -1.91390 -0.1 0.0 0.0 0.09
H 4.68520 -3.29808 -3.64220 -0.1 0.0 0.1 0.13
H 5.65917 -2.02701 -4.34398 0.0 0.1 0.2 0.12
H 3.66418 -0.93082 -5.27300 0.0 0.0 0.0 0.10
H 3.67796 -2.61802 -5.73326 0.0 0.0 0.0 0.11
H 1.42562 -1.90962 -4.93102 -0.1 0.1 0.2 0.13
H 2.10114 -3.22809 -3.99973 0.0 0.0 0.1 0.13
H 1.92526 0.78165 -2.42747 0.0 0.0 0.0 0.10
H 0.79341 0.28857 -3.67655 0.0 -0.2 0.1 0.06
H 2.46274 0.49655 -4.09167 0.1 0.0 0.1 0.06
H 0.68446 -2.83752 -2.05773 0.1 0.1 0.1 0.08
H -0.12116 -1.56145 -2.93980 0.2 0.1 -0.1 0.08
H 0.54879 -1.22400 -1.34162 0.0 0.0 0.0 0.08
H 5.55193 -1.40365 -0.64017 0.0 0.0 0.0 0.09
H 6.62548 -1.72080 -2.00270 -0.1 0.1 -0.1 0.09
H 5.56358 -2.98856 -1.42617 -0.1 0.0 0.1 0.08
C -3.72717 0.07479 -2.40279 -0.1 0.0 -0.4 -0.03
C -3.19535 1.23046 -1.53249 -1.2 -1.7 -0.2 -0.49
C -4.22113 2.36816 -1.49482 0.1 0.5 -0.2 -0.14
C -4.27532 3.17317 -2.78953 0.0 0.0 0.1 -0.18
C -2.88430 3.69110 -3.14372 -0.4 0.0 0.4 -0.14
C -1.82946 2.58205 -3.22055 0.3 -0.2 -2.0 -0.49
N -1.85713 1.67629 -2.02999 -0.3 2.4 1.6 -0.06
O -1.24133 2.27910 -1.04805 0.4 -0.7 -0.3 -0.02
C -2.03803 1.76809 -4.51731 -0.3 -0.2 -0.1 -0.03
C -0.45471 3.23254 -3.40683 0.3 0.1 0.7 -0.04
C -3.11035 0.61657 -0.13360 0.5 0.2 0.4 -0.05
H -4.68684 -0.27356 -2.01785 0.1 0.1 0.1 0.09
H -3.90760 0.34376 -3.44039 0.1 0.0 0.0 0.06
H -3.03816 -0.77170 -2.38765 0.1 0.1 0.0 0.09
H -3.98290 3.05059 -0.67193 0.2 -0.1 0.0 0.13
H -5.21195 1.96375 -1.27572 0.1 -0.2 0.0 0.12
H -4.68546 2.56543 -3.60073 0.0 0.0 0.0 0.10
H -4.95779 4.01677 -2.66383 0.0 0.0 0.0 0.11
H -2.92802 4.22380 -4.09711 0.2 -0.1 -0.1 0.13
H -2.58726 4.43146 -2.39340 0.1 -0.1 0.1 0.13
H -1.48400 0.82764 -4.48699 0.0 0.0 0.1 0.08
H -1.67958 2.32552 -5.38358 0.1 0.1 0.1 0.08
H -3.08297 1.54912 -4.73048 0.0 -0.1 0.1 0.06
H -0.21651 3.93561 -2.60919 0.0 -0.2 0.1 0.08
H -0.43255 3.79998 -4.33766 -0.2 -0.1 -0.1 0.09
H 0.33514 2.48138 -3.45237 0.0 0.0 0.0 0.06
H -2.35640 -0.17134 -0.08248 0.0 0.1 0.0 0.09
H -4.06702 0.17060 0.14113 -0.1 0.0 -0.2 0.09
H -2.88123 1.35016 0.63967 0.1 0.1 -0.1 0.08
```
Forces are in eV/Å.

Calculated total energy ... -68085.4165 eV
Expectation value of S² ... 2.0083
Kohn-Sham gap (alpha / beta) ... 0.320 / 0.302 hartree
Spin multiplicity ... 3
Energy relative to the best compared isomer or geometry (same formula, charge and spin) ... 0.00 kcal per mole


[2]
This record from OMol25 describes 7 unconnected molecules or ions with the total composition C29H55N9O6. The level of theory is ωB97M-V/def2-TZVPD.

Structure (XYZ):
```
99
Properties=species:S:1:pos:R:3:forces:R:3:lowdin_charge:R:1
C -2.37752 2.59255 3.30773 -0.1 0.3 -1.4 -0.11
C -2.84473 2.36201 1.83959 -0.7 0.2 0.7 -0.24
C -3.52909 0.99316 1.62681 -0.5 0.4 0.5 -0.23
N -2.63133 -0.17454 1.68150 0.1 0.8 -0.7 0.03
C -1.49335 -0.07817 0.87980 0.1 -0.4 0.5 -0.32
C -1.60441 0.44787 -0.46516 -0.9 0.3 -0.5 -0.06
N -0.62410 0.60069 -1.31844 -0.1 -0.7 2.1 0.14
C 0.56516 0.18368 -0.75591 1.4 0.3 -1.3 -0.23
C 1.75290 0.31864 -1.53859 0.0 0.1 -0.3 -0.05
C 2.97496 -0.07669 -1.08251 0.7 -0.2 0.6 -0.09
C 3.11872 -0.63026 0.23216 -0.6 0.3 -0.7 -0.07
C 1.98836 -0.76364 0.98681 0.3 -0.1 0.5 -0.03
C 0.70257 -0.36455 0.52702 0.1 -0.3 0.4 -0.22
N -0.35861 -0.50585 1.38080 -0.3 0.4 -0.8 0.18
H -1.61645 1.86822 3.63025 -0.3 0.2 0.1 0.07
H -3.24602 2.64254 3.98197 0.4 -0.4 -0.1 0.08
H -1.93927 3.59214 3.33255 0.0 -0.4 0.1 0.04
H -3.62693 3.12738 1.66614 0.3 -0.3 -0.1 0.11
H -2.04304 2.58794 1.11863 -0.2 -0.3 0.2 0.10
H -4.16237 1.00981 0.72341 0.5 -0.3 0.2 0.10
H -4.24152 0.87092 2.46292 0.2 0.0 -0.4 0.12
H -2.37993 -0.41449 2.63257 0.1 0.0 -0.1 0.12
H -2.60336 0.74749 -0.80316 0.4 -0.1 0.1 0.12
H 1.72251 0.76124 -2.53782 -0.4 -0.1 0.3 0.11
H 3.85472 0.05794 -1.71782 -0.3 -0.1 0.2 0.10
H 4.07974 -0.93509 0.64625 -0.2 0.1 -0.3 0.10
H 2.08209 -1.16578 1.99768 -0.3 0.1 -0.3 0.11
C -0.44317 -1.50327 -3.68970 0.3 0.0 -0.3 -0.06
N -0.25557 -1.80872 -5.09722 -0.2 -0.1 0.1 -0.19
C 1.01931 -1.49851 -5.72076 -0.2 -0.1 -0.2 -0.03
C -1.22297 -2.36989 -5.84383 0.0 0.0 0.0 -0.35
O -1.12106 -2.64715 -7.02620 0.0 0.1 0.0 -0.01
H -0.31002 -0.43435 -3.53115 -0.1 0.0 0.2 0.06
H 0.29678 -2.05170 -3.10195 -0.1 0.1 0.1 0.09
H -1.44123 -1.78935 -3.36207 0.0 0.0 -0.1 0.08
H 0.86148 -0.80400 -6.54734 0.1 0.0 0.0 0.10
H 1.46363 -2.41246 -6.11785 0.1 0.1 0.0 0.08
H 1.69280 -1.05242 -4.99217 -0.1 0.0 0.1 0.08
H -2.14855 -2.56529 -5.27667 0.0 0.0 0.0 0.13
C -0.39859 -6.41967 -9.36189 0.1 0.3 0.2 -0.06
N 0.82475 -6.21666 -8.60759 0.1 -0.2 -0.2 -0.19
C 0.89845 -5.10395 -7.67720 0.1 -0.2 0.0 -0.05
C 1.89188 -7.02570 -8.74245 0.0 0.0 0.0 -0.36
O 2.94285 -6.90600 -8.13837 0.0 0.1 0.0 0.00
H -0.59649 -5.53219 -9.96904 -0.1 -0.1 0.0 0.09
H -1.22568 -6.57939 -8.67161 -0.1 -0.1 -0.2 0.07
H -0.31102 -7.28586 -10.01429 0.0 0.0 0.1 0.08
H 1.71953 -4.44508 -7.96631 0.0 0.1 0.1 0.09
H 1.09537 -5.48549 -6.67290 0.0 0.1 0.0 0.09
H -0.03526 -4.54623 -7.67988 0.1 -0.1 -0.1 0.06
H 1.72912 -7.83658 -9.47295 0.0 0.0 0.0 0.13
C 2.45367 4.67240 4.67867 -0.1 -0.2 0.2 -0.05
N 1.20471 4.17669 5.22510 0.0 0.1 -0.2 -0.19
C 1.24151 3.23224 6.32964 -0.3 0.1 -0.2 -0.04
C 0.01029 4.56360 4.74197 0.0 0.1 0.1 -0.35
O -1.07001 4.18206 5.15810 0.4 0.2 0.5 -0.02
H 3.04302 3.83250 4.30529 0.1 0.1 0.0 0.09
H 3.00945 5.18510 5.46680 0.1 0.0 -0.1 0.08
H 2.27088 5.36900 3.86200 0.0 0.0 0.0 0.08
H 0.74017 2.30996 6.02942 0.0 0.0 0.1 0.10
H 0.71148 3.65433 7.18181 0.1 -0.1 0.1 0.08
H 2.26807 3.01477 6.61141 0.0 0.1 0.0 0.09
H 0.09347 5.27961 3.90643 0.1 0.0 0.0 0.14
C 4.37856 8.89511 7.00421 0.2 0.0 -0.2 -0.06
N 4.57449 8.67899 5.58394 -0.1 0.0 0.1 -0.20
C 5.83941 9.05938 4.97865 -0.2 -0.1 -0.2 -0.04
C 3.61878 8.13501 4.80416 -0.1 0.0 0.0 -0.37
O 3.72037 7.92798 3.61052 0.1 0.0 0.0 0.01
H 4.48060 9.95914 7.22779 0.0 0.0 0.1 0.09
H 5.13016 8.33521 7.56464 -0.1 0.1 0.1 0.09
H 3.38805 8.56214 7.30904 0.0 0.0 -0.1 0.08
H 5.66113 9.79596 4.19409 0.1 0.0 0.0 0.09
H 6.30658 8.18231 4.52868 0.1 0.1 0.0 0.09
H 6.50257 9.48059 5.73079 -0.1 0.0 0.0 0.09
H 2.69902 7.88351 5.36057 0.0 0.0 0.1 0.13
C -1.40782 0.94023 10.21710 0.2 -0.2 0.0 -0.06
N 0.01726 1.10632 10.00786 -0.1 0.1 0.0 -0.20
C 0.90297 -0.02038 10.24614 0.1 0.2 -0.1 -0.04
C 0.54833 2.27487 9.59824 0.0 0.1 0.0 -0.36
O 1.73199 2.47922 9.40455 0.0 -0.2 0.0 0.00
H -1.59269 0.66098 11.25658 -0.1 0.0 0.0 0.09
H -1.78261 0.15282 9.55995 -0.1 0.0 0.1 0.09
H -1.93706 1.86588 9.99882 0.1 0.0 0.0 0.08
H 1.63073 0.24415 11.01448 0.0 -0.1 0.0 0.09
H 1.44189 -0.26085 9.32862 0.1 -0.1 0.1 0.09
H 0.32908 -0.88578 10.56961 -0.1 0.1 0.0 0.09
H -0.20847 3.06347 9.44713 -0.1 0.0 0.0 0.13
C -6.14752 -7.90241 -10.21185 0.1 0.2 0.2 -0.06
N -4.92277 -7.71195 -9.46061 -0.1 -0.1 -0.1 -0.20
C -4.83154 -6.60227 -8.52632 0.2 -0.1 0.0 -0.04
C -3.86177 -8.53268 -9.60021 0.0 -0.1 0.0 -0.35
O -2.81172 -8.42132 -8.99776 -0.1 0.1 0.0 0.01
H -6.34383 -7.01591 -10.81873 -0.1 -0.1 -0.1 0.09
H -6.97849 -8.05708 -9.52025 -0.1 0.0 -0.1 0.09
H -6.06453 -8.76856 -10.86583 0.1 0.0 0.0 0.08
H -4.00564 -5.94987 -8.81359 0.0 0.1 0.1 0.09
H -4.63601 -6.98523 -7.52366 0.0 0.1 0.0 0.09
H -5.76003 -6.03591 -8.52597 0.0 -0.1 -0.1 0.09
H -4.03225 -9.34053 -10.33184 0.0 0.0 0.0 0.13
```
Forces are in eV/Å.

SMILES ... CCCNc1cnc2ccccc2n1.CN(C)C=O.CN(C)C=O.CN(C)C=O.CN(C)C=O.CN(C)C=O.CN(C)C=O
Calculated total energy ... -56661.0703 eV
Kohn-Sham gap ... 0.310 hartree
Spin multiplicity ... 1